1.
C3H12FN2O7P2 | ωB97M-V/def2-TZVPD

Last column: natural (NBO) charge in e.
Geometry (Å):
H 3.90 2.04 0.08  0.5125
N 0.48 3.46 -0.42  -0.5162
O 1.40 3.03 0.52  -0.6342
O 1.83 -0.76 -0.56  -0.9120
P 0.81 1.71 1.44  2.4320
C -2.83 -3.14 -2.21  -0.1837
F -2.68 -1.77 0.56  -0.3478
H -0.61 -0.72 1.80  0.1825
O 0.25 2.30 2.72  -1.0643
C -2.17 -0.56 0.15  0.0279
O 3.68 1.30 -0.51  -0.9496
H -2.54 -3.99 -2.87  0.0700
H -3.84 -2.89 -2.60  0.0659
C -1.17 0.07 1.23  -0.1390
H 4.90 -0.56 0.56  0.3690
H -1.59 -0.64 -0.82  0.2604
P 2.91 0.11 0.39  2.2993
H 0.46 2.85 -1.24  0.3563
H -0.46 3.55 -0.04  0.3505
O -1.95 -2.13 -2.11  -0.9877
H -1.82 0.59 1.98  0.1963
O -0.32 0.98 0.48  -0.7886
H -2.95 0.22 -0.03  0.1400
N 4.01 -0.93 0.91  -1.3217
H -3.09 -3.68 -1.27  0.0729
H 1.25 -1.21 0.09  0.5126
O 2.15 0.75 1.77  -1.0033

- total charge = -1
- 2S+1 = 1

---

2.
C19H24N2O4 | ωB97M-V/def2-TZVPD

Last column: natural (NBO) charge in e.
Geometry (Å):
C -2.51 0.56 -3.93  -0.3893
H -3.50 0.46 -3.48  0.2136
O -1.03 -0.12 -1.46  -0.4253
H 5.38 0.33 5.03  0.2113
H 0.30 0.48 5.58  0.2420
H -3.20 0.08 -5.90  0.1948
H 0.60 3.08 3.99  0.2199
H 5.86 -0.40 3.48  0.2168
C 1.97 1.49 3.65  0.8132
H -2.11 -3.83 0.61  0.2264
C -1.70 -2.84 0.72  -0.2319
C -1.03 -0.70 -0.24  0.2268
C 5.19 0.32 3.96  -0.6243
N -0.67 0.60 3.79  -0.6157
H -1.98 1.37 -3.42  0.2060
C -1.72 -0.75 -3.73  -0.2880
O 0.42 -1.35 4.14  -0.6238
H 5.39 1.31 3.55  0.2102
C -0.11 1.26 4.94  -0.2194
C -2.64 0.87 -5.41  -0.3950
C -1.25 -2.36 1.93  -0.1726
N -1.92 -2.16 -1.70  -0.4856
H -0.90 1.79 5.47  0.2036
H -3.19 1.81 -5.54  0.2104
C 3.75 -0.08 3.69  -0.0847
H -0.13 0.76 1.06  0.2454
H 1.52 2.59 5.44  0.2344
C -0.47 -0.30 -5.86  -0.3954
H -2.27 -1.58 -4.18  0.2330
H 0.22 0.17 -3.87  0.2049
H -0.71 1.82 -5.60  0.1943
H 0.21 -1.56 -4.24  0.2158
H -1.29 -2.98 2.81  0.2293
H -0.99 -1.13 -6.36  0.1951
H 0.52 -0.21 -6.30  0.2110
H 3.52 -0.06 2.62  0.2096
C -0.24 -0.64 3.41  0.6766
H -1.11 1.18 3.09  0.3978
C -1.59 -1.99 -0.38  0.1460
H -1.36 1.20 -7.12  0.2088
O 2.86 0.82 4.36  -0.5038
C 1.01 2.24 4.54  -0.5086
C -0.72 -1.07 2.07  -0.1469
C -1.58 -1.06 -2.28  0.5563
O 1.89 1.47 2.44  -0.6249
C -1.26 0.99 -6.06  -0.3965
H 3.53 -1.07 4.09  0.1983
C -0.34 -0.62 -4.37  -0.3876
C -0.59 -0.21 0.98  -0.2324

- energy above the lowest of the compared OMol25 structures with the same formula, charge and spin (kcal per mole) = 1.54
- total charge = 0
- 2S+1 = 1
- SMILES = CCOC(=O)CCNC(=O)c1ccc2nc(C3CCCCC3)oc2c1

---

no.,HOMO level (eV),energy (eV),LUMO (eV)
1,-2.554,-41913.73883,2.23
2,-8.685,-31264.52194,0.76